ORCA calculation (ωB97M-V with the def2-TZVPD basis set) on C28H31FeGeN4O5S2 as an isolated structure.

Max |F| = 0.027 Eh/bohr
Net charge = +1
2S+1 = 5
DFT total energy = -5817.7113 hartree
Gap between HOMO and LUMO (alpha / beta) = 8.6 / 8.6 eV
HOMO level (alpha / beta) = -0.42719 / -0.43089 Eh

CARTESIAN COORDINATES (ANGSTROEM)
Fe: -0.0495 -0.1533 0.1481
O: -3.1008 -1.6655 1.6323
C: -2.5537 -2.0354 0.5437
N: -1.2672 -2.1066 0.3722
S: -0.9145 -2.5467 -1.2017
O: -0.1592 -3.7516 -1.2705
O: -0.2703 -1.3670 -1.7694
C: -2.6081 -2.7577 -1.7141
C: -3.1628 -3.1955 -2.8920
C: -4.5506 -3.2998 -2.9440
C: -5.3348 -2.9578 -1.8512
C: -4.7648 -2.5215 -0.6634
C: -3.3809 -2.4386 -0.6035
H: -2.5387 -3.4448 -3.7352
H: -5.0273 -3.6628 -3.8402
H: -6.4064 -3.0350 -1.9245
H: -5.3677 -2.2521 0.1901
O: -2.2631 0.7199 -0.2336
C: -1.7378 1.7724 -0.6208
C: -2.4311 3.0566 -1.0200
C: -1.2625 3.9874 -1.3235
C: -0.0353 3.1168 -1.1000
O: 1.1222 3.4657 -1.2349
N: -0.4061 1.8737 -0.7095
H: -3.0505 3.4124 -0.1992
H: -3.0819 2.8877 -1.8779
H: -1.2008 4.8448 -0.6529
H: -1.2550 4.3611 -2.3449
Ge: -2.1857 -0.8667 3.0703
C: -0.6445 -1.8139 3.8825
C: -0.5569 -1.7705 5.2716
C: 0.5792 -2.2238 5.9187
C: 1.6443 -2.7208 5.1860
C: 1.5604 -2.7759 3.8044
C: 0.4261 -2.3190 3.1529
C: -1.5741 0.9676 2.6626
C: -0.2130 1.1784 2.4407
C: 0.2876 2.4696 2.3319
C: -0.5542 3.5532 2.5206
C: -1.9025 3.3443 2.7652
C: -2.4199 2.0598 2.8002
H: -3.4521 -0.8340 3.9186
H: -1.3803 -1.3631 5.8438
H: 0.6320 -2.1849 6.9966
H: 2.5383 -3.0588 5.6899
H: 2.3771 -3.1850 3.2301
H: 0.3730 -2.3571 2.0698
H: 0.4804 0.3329 2.4698
H: 1.3367 2.6216 2.1297
H: -0.1558 4.5565 2.5062
H: -2.5458 4.1899 2.9506
H: -3.4787 1.8960 2.9557
C: 6.1742 -0.3961 -2.1682
C: 4.8663 -0.6276 -2.9209
N: 3.7529 -0.7625 -1.9988
C: 2.9795 0.1712 -1.4417
S: 2.3226 -0.2418 0.1069
N: 2.7131 1.3782 -1.8909
C: 3.0077 2.0434 -3.1480
C: 2.2204 1.4505 -4.3119
H: 6.9923 -0.2780 -2.8717
H: 6.4031 -1.2371 -1.5191
H: 6.1111 0.4987 -1.5547
H: 4.9225 -1.5544 -3.4969
H: 4.6834 0.1910 -3.6110
H: 3.7993 -1.6133 -1.4546
H: 2.0842 1.9526 -1.3084
H: 4.0815 2.0253 -3.3435
H: 2.7117 3.0814 -2.9870
H: 2.5268 0.4289 -4.5197
H: 2.3781 2.0480 -5.2054
H: 1.1584 1.4415 -4.0846

Atoms 1-6, force components in eV/Å:
-0.3 0.9 -1.0
0.1 0.2 0.1
-0.4 -0.2 0.0
1.0 0.5 -0.5
0.3 -0.3 -0.2
-0.3 -0.1 0.1